Formula: C28H20CdCl2F6N4O8S2Te
Source: OMol25
Level of theory: the ωB97M-V functional and the def2-TZVPD basis

Cartesian coordinates (Å):
Te 0.985 3.363 0.617
Cd -0.173 -0.238 -0.257
Cl 7.366 0.024 -2.015
Cl 3.996 3.756 0.107
S -0.004 2.528 -1.891
S -1.551 1.903 0.773
F 0.982 2.951 -4.223
F -0.067 3.199 3.483
F 0.029 4.792 -3.574
F -1.225 4.869 2.762
F 0.587 4.555 -5.646
F 0.922 5.034 2.945
O 1.366 3.139 -1.450
O -2.210 0.894 -0.121
O 2.409 1.156 0.255
O 0.139 1.049 -1.897
O 1.913 -1.029 0.033
O -0.971 -1.855 1.129
O -1.327 -1.715 -1.478
O -0.272 1.269 1.388
N -2.104 -2.206 0.676
N -0.774 3.043 -0.309
N 6.177 1.523 0.227
N -2.248 -2.108 -0.606
C 5.502 2.543 3.724
C 4.032 -0.425 0.958
C 1.124 4.398 -4.352
C -0.096 4.180 2.529
C 1.527 7.412 -1.197
C -3.556 -2.381 -1.121
C 4.008 0.749 3.165
C 2.659 -0.060 0.369
C -5.450 -1.641 -2.373
C 5.578 1.470 -3.432
C 5.606 1.844 -1.006
C 1.797 6.194 -0.585
C 6.015 2.492 2.440
C 4.577 2.413 -3.588
C 6.076 1.212 -2.167
C -5.427 -3.846 -1.407
C -4.182 -1.399 -1.873
C -4.162 -3.601 -0.884
C -0.515 5.965 -0.032
C 0.234 7.906 -1.236
C 5.537 1.566 1.516
C 4.119 3.107 -2.483
C -0.790 7.175 -0.649
C -6.075 -2.865 -2.147
C 4.553 0.644 1.884
C 4.472 1.677 4.080
C 4.630 2.833 -1.226
C 0.783 5.454 0.013
H -1.812 7.534 -0.701
H -5.902 -4.807 -1.244
H 3.894 -1.363 1.495
H 2.332 7.955 -1.680
H 5.973 0.922 -4.277
H -3.634 -4.347 -0.303
H -7.060 -3.058 -2.558
H 6.783 3.187 2.119
H -1.323 5.392 0.397
H 4.034 1.728 5.070
H 3.194 0.081 3.436
H -3.663 -0.460 -2.025
H 2.813 5.829 -0.596
H 3.321 3.835 -2.602
H -5.961 -0.874 -2.944
H 5.886 3.266 4.435
H 4.140 2.611 -4.558
H 4.706 -0.595 0.118
H 0.019 8.838 -1.748
H 6.860 0.791 0.155

## Properties
Molar mass in g mol⁻¹: 1029.53
Charge: -2
HOMO in eV: -1.92
Kohn-Sham gap in Eh: 0.2147
LUMO in eV: 3.923
Maximum force in eV/Å: 2.47